{
  "formula": "C2H16N2O4",
  "method": "wB97M-V/def2-TZVPD",
  "elements": ["O", "O", "O", "O", "N", "N", "C", "C", "H", "H", "H", "H", "H", "H", "H", "H", "H", "H", "H", "H", "H", "H", "H", "H"],
  "coordinates": [[-1.48075, 2.22602, -1.09782], [3.39972, 0.12086, 0.83083], [-1.06167, -1.41498, -1.54711], [1.19987, -0.45306, 1.78911], [0.54799, 0.44975, -0.86922], [-1.66269, -1.25991, 1.16048], [1.61486, 0.55057, -1.88284], [-2.67784, -0.35278, 1.70593], [-1.46227, -1.23598, 0.08750], [-1.70121, 2.01234, -2.03014], [-0.84992, 1.50246, -0.89538], [1.09461, 0.67697, -2.80289], [-1.74650, -1.67665, -2.09728], [2.15516, 1.55856, -1.64541], [-0.12480, -0.36559, -1.14772], [-2.58813, 0.63992, 1.25169], [-0.76065, -1.17615, 1.68968], [1.41365, -0.92209, 2.61334], [2.38118, -0.25958, -1.73507], [-2.84728, -0.36319, 2.87933], [-3.59972, -0.72884, 1.27641], [3.16870, 0.97817, 0.38829], [2.32317, -0.08838, 1.32018], [0.86753, 0.10181, 0.07008]],
  "mulliken_charge": [-0.67, -0.71, -0.81, -0.80, -0.37, -0.25, -0.85, -0.66, 0.31, 0.32, 0.48, 0.40, 0.20, 0.27, 0.41, 0.29, 0.31, 0.28, 0.35, 0.29, 0.32, 0.28, 0.32, 0.28],
  "lumo_ev": -5.7,
  "de_lowest_kj_mol": 1017.16,
  "multiplicity": 1,
  "total_energy_ev": -13494.38951
}


{
  "formula": "C28H32N2O3RhS5Si",
  "method": "wB97M-V/def2-TZVPD",
  "elements": ["Rh", "S", "S", "S", "S", "S", "Si", "O", "O", "O", "N", "N", "C", "C", "C", "C", "C", "C", "C", "C", "C", "C", "C", "C", "C", "C", "C", "C", "C", "C", "C", "C", "C", "C", "C", "C", "C", "C", "C", "C", "H", "H", "H", "H", "H", "H", "H", "H", "H", "H", "H", "H", "H", "H", "H", "H", "H", "H", "H", "H", "H", "H", "H", "H", "H", "H", "H", "H", "H", "H", "H", "H"],
  "coordinates": [[0.73661, 1.03087, -0.73851], [-0.40564, 2.87663, -1.54020], [-0.71628, 5.59306, -0.30492], [1.73311, 5.48754, 1.18860], [2.48742, 2.71969, 0.29043], [0.06018, 7.96564, 1.34781], [-0.92926, -0.29192, -1.67062], [1.62570, -0.70270, 0.00576], [3.82002, -4.87923, -0.33913], [2.14497, 0.91763, -2.36377], [-1.17980, 1.70746, 1.47455], [0.00802, 1.00097, 1.13919], [-2.73777, 0.27218, -1.55890], [2.51635, -1.42333, -0.58377], [-1.39499, 0.81100, 3.72315], [-3.40826, 0.61704, -2.73284], [-1.18459, -2.40386, 0.29784], [-2.58439, 2.88849, 2.97880], [-4.74355, 0.99560, -2.72407], [2.63828, -2.77923, -0.18617], [-0.92213, -2.08190, -1.03595], [-3.46457, 0.31753, -0.36723], [0.21160, 4.11835, -0.46403], [-4.79915, 0.69206, -0.34885], [-1.02782, -4.75577, -0.16504], [4.44585, 1.19604, -2.60367], [3.42199, -0.92447, -1.57288], [0.34597, 6.43214, 0.77337], [4.44669, -1.76984, -2.02864], [-0.75685, -4.46218, -1.49298], [3.24765, 0.39054, -2.18460], [-5.44590, 1.03233, -1.52928], [3.63935, -3.57523, -0.68923], [-0.70343, -3.14102, -1.91699], [1.36276, 4.05445, 0.25120], [2.80650, -5.48667, 0.43604], [-1.28688, 2.08896, 2.89266], [-1.23816, -3.71828, 0.73421], [4.57047, -3.07001, -1.61400], [-0.12047, 2.94947, 3.38453], [0.02166, 3.81409, 2.73537], [-0.45551, 0.25381, 3.72674], [-3.41029, 2.32135, 2.54754], [-0.07028, 0.01141, 1.35367], [2.79142, -5.08715, 1.45511], [5.31560, 0.60181, -2.86883], [5.34951, -3.71889, -1.98815], [-0.48646, -2.92905, -2.95791], [0.82249, 2.39948, 3.41790], [-0.72026, -0.42055, -3.14771], [-2.81729, 3.12157, 4.01879], [-2.49253, 3.83010, 2.43269], [0.85148, 1.38283, 1.58606], [-2.97739, 0.09208, 0.57262], [-2.18184, 0.16617, 3.32614], [-6.48774, 1.32837, -1.51605], [-5.23410, 1.26549, -3.65167], [-1.36553, -1.61382, 1.02091], [-1.63447, 1.05443, 4.75938], [1.91527, -3.13914, 0.53221], [3.04638, -6.54735, 0.46919], [-2.87123, 0.60329, -3.67465], [-1.07753, -5.78525, 0.16933], [-5.33642, 0.72391, 0.59203], [1.82181, -5.34149, -0.01331], [4.16998, 1.87444, -3.40746], [-1.44830, -3.93555, 1.77494], [-1.18709, 2.53010, 0.87635], [-0.32480, 3.31000, 4.39434], [-0.58713, -5.26343, -2.20284], [4.69649, 1.80324, -1.72831], [5.14449, -1.39635, -2.76627]],
  "mulliken_charge": [0.62, -0.54, -0.10, -0.14, -0.43, -0.30, 0.80, -0.59, -0.48, -0.75, -0.21, 0.58, 0.34, -0.21, -1.83, -0.24, 0.08, -1.64, -0.60, -0.03, 0.38, 0.12, 0.02, -0.81, -0.49, -1.21, 0.18, 0.10, -0.80, -0.63, 0.78, -0.42, 0.95, -0.26, 0.21, -0.50, 1.54, -0.79, -1.10, -1.38, 0.07, 0.31, 0.31, -0.06, 0.30, 0.42, 0.43, 0.35, 0.35, -0.47, 0.45, 0.37, 0.31, 0.10, 0.33, 0.37, 0.37, 0.03, 0.49, 0.33, 0.27, 0.29, 0.40, 0.38, 0.10, 0.32, 0.42, 0.11, 0.51, 0.39, 0.23, 0.19],
  "lumo_ev": 2.4,
  "de_lowest_kj_mol": 42.34,
  "multiplicity": 1,
  "charge": -1,
  "total_energy_ev": -103744.18309
}


{
  "formula": "C4H6N2O",
  "method": "wB97M-V/def2-TZVPD",
  "elements": ["O", "N", "N", "C", "C", "C", "C", "H", "H", "H", "H", "H", "H"],
  "coordinates": [[-3.51063, 0.35923, 0.25292], [-1.64823, -0.72269, 0.27292], [1.53975, 0.46555, -0.85064], [-0.31928, -1.06181, -0.06837], [0.61161, -0.19888, -0.41347], [-2.24754, 0.36189, -0.22563], [2.70138, 0.74872, -0.01946], [3.47989, 0.05678, -0.35464], [-0.08512, -2.11558, -0.16435], [3.05930, 1.76360, -0.20097], [-2.15982, -1.37899, 0.86122], [2.51719, 0.59373, 1.05081], [-3.93850, 1.12845, -0.14035]],
  "mulliken_charge": [-0.38, 0.09, -0.34, -0.50, 0.53, -0.57, -0.69, 0.29, 0.30, 0.26, 0.28, 0.30, 0.43],
  "lumo_ev": 1.0,
  "de_lowest_kj_mol": 362.35,
  "multiplicity": 1,
  "total_energy_ev": -9269.74637
}


{
  "formula": "C10H14N3S",
  "method": "wB97M-V/def2-TZVPD",
  "elements": ["S", "N", "N", "N", "C", "C", "C", "C", "C", "C", "C", "C", "C", "C", "H", "H", "H", "H", "H", "H", "H", "H", "H", "H", "H", "H", "H", "H"],
  "coordinates": [[-2.34893, -0.56498, 0.84902], [-3.97579, 0.37304, -0.84500], [0.98185, -1.02651, 0.67453], [-2.70898, 0.43999, -1.33387], [1.20094, 0.91289, -0.79019], [0.91249, 0.28953, 0.52545], [-1.67512, 0.08505, -0.60542], [0.70501, 1.10446, 1.66018], [0.59292, 2.40131, 1.55373], [-3.97458, -0.07426, 0.32521], [1.27531, 2.41861, -0.73612], [1.22074, -3.48219, -0.13804], [1.35007, -1.98765, -0.36509], [0.95977, 3.10132, 0.36906], [2.30806, -1.64207, -0.72904], [-2.56900, 0.88926, -2.30124], [0.71276, -1.75113, -1.21946], [0.28409, -3.59121, 0.44934], [0.82596, -1.35943, 1.67562], [-4.72449, -0.33705, 1.02643], [0.52199, 3.03798, 2.42307], [0.43667, 0.54434, 2.66561], [1.03071, -3.82072, -1.17466], [1.86663, 0.29236, -1.34908], [0.26073, 0.69024, -1.29576], [2.01260, -4.09793, 0.12086], [0.96821, 4.21507, 0.28167], [1.54936, 2.93970, -1.71682]],
  "mulliken_charge": [0.01, -0.69, -0.01, 0.32, -0.24, 0.64, -0.25, -0.67, -0.45, -0.10, -0.47, -1.24, -0.41, -0.41, 0.41, 0.29, 0.34, 0.32, 0.34, 0.41, 0.44, 0.18, 0.32, 0.53, 0.32, 0.37, 0.35, 0.33],
  "lumo_ev": -4.2,
  "de_lowest_kj_mol": 233.26,
  "multiplicity": 1,
  "charge": 1,
  "total_energy_ev": -25892.79542
}


- What is the formula in the fourth record?
  C10H14N3S